No. 1
Molecular formula: C3HNO2
Method: DFT, ωB97M-V/def2-TZVPD

Each line ends with the Mulliken charge.
Cartesian coordinates (Å):
N -0.658 -2.581 0.152  -0.272
C -0.359 -1.523 -0.209  0.205
C 0.048 -0.160 -0.601  0.476
O 0.060 0.200 -1.747  -0.384
C 0.392 0.868 0.556  -0.142
O -0.304 1.874 0.546  -0.372
H 0.903 1.337 1.417  0.489

Its net charge is 0. As for the highest occupied orbital energy: -10.4956 eV. The calculation puts the lowest unoccupied orbital energy at -1.5 eV. Its relative energy (zero: lowest compared OMol25 entry of this formula, charge and spin) is 1.945 eV. The SMILES is N#CC(=O)C=O. The value obtained for the energy is -320.02780 hartree. Its orbital gap is 0.331 hartree.

No. 2
Molecular formula: C20H22BCl2N2
Method: DFT, ωB97M-V/def2-TZVPD

Each line ends with the Mulliken charge.
Cartesian coordinates (Å):
C 4.244 -3.718 -1.393  -0.895
N 2.972 -4.044 -0.780  0.189
C 2.750 -5.384 -0.278  -0.904
C 1.884 -3.217 -1.005  0.126
C 1.119 -3.413 -2.172  -0.466
C 0.058 -2.587 -2.370  -0.391
N -0.228 -1.598 -1.477  -0.013
B -1.396 -0.750 -1.784  0.235
H -1.511 0.902 1.318  0.285
C 0.496 -1.416 -0.343  -0.094
C 1.576 -2.208 -0.060  -0.583
H 4.151 -2.704 -1.817  0.309
H 5.042 -3.724 -0.634  0.310
H 4.506 -4.429 -2.197  0.311
H 1.694 -5.442 0.033  0.304
H 2.949 -6.152 -1.045  0.315
H 3.397 -5.570 0.593  0.311
H 1.366 -4.190 -2.901  0.471
H -0.605 -2.662 -3.221  0.489
H -1.126 0.279 -2.296  0.046
H -2.392 -1.136 -1.286  0.047
H 0.169 -0.624 0.322  0.347
H 2.166 -2.075 0.849  0.495
Cl 4.331 3.341 0.538  -0.195
C 2.681 3.011 0.810  0.415
C 2.302 2.289 1.947  -0.768
C 0.965 1.953 2.127  -0.510
C -0.048 2.413 1.279  0.661
C -1.440 1.927 1.667  -0.626
C -2.769 2.521 1.264  0.657
C -3.885 1.964 1.907  -0.570
C -5.183 2.347 1.611  -0.664
C -5.411 3.220 0.537  0.393
Cl -7.008 3.583 0.061  -0.196
C -4.311 3.771 -0.133  -0.948
C -2.999 3.379 0.196  -0.084
C 0.342 3.098 0.125  -0.096
C 1.688 3.474 -0.055  -0.887
H 3.048 1.912 2.635  0.403
H 0.694 1.267 2.926  0.370
H -1.465 1.800 2.781  0.436
H -3.726 1.150 2.612  0.355
H -6.029 1.898 2.127  0.385
H -4.493 4.428 -0.978  0.396
H -2.201 3.726 -0.444  0.132
H -0.353 3.324 -0.682  0.300
H 1.988 4.064 -0.914  0.400

Its net charge is +1. As for the highest occupied orbital energy: -10.8500 eV. The calculation puts the lowest unoccupied orbital energy at -4.5 eV. Its relative energy (zero: lowest compared OMol25 entry of this formula, charge and spin) is 0.267 eV. The value obtained for the energy is -1829.76780 hartree. Its orbital gap is 0.234 hartree.

No. 3
Molecular formula: C9H14
Method: DFT, ωB97M-V/def2-TZVPD

Each line ends with the Mulliken charge.
Cartesian coordinates (Å):
C -0.624 -0.819 2.567  -1.186
C 0.541 -0.446 1.843  0.666
C 1.754 -1.136 2.097  -0.397
C 2.795 -0.893 1.145  -0.417
C 2.841 0.175 0.367  -0.370
C 1.618 0.956 0.049  -0.434
C 0.504 0.534 0.710  -0.250
H -1.042 -1.679 2.035  0.262
H -1.278 0.041 2.784  0.391
H -0.316 -0.866 3.672  0.331
H 2.029 -1.429 3.168  0.243
H 3.697 -1.608 1.096  0.264
H 3.710 0.316 -0.273  0.329
H 1.606 1.859 -0.594  0.373
H -0.586 0.887 0.646  0.185
C -1.531 0.422 -3.194  -0.649
C -2.802 0.512 -2.240  -0.782
H -1.087 -0.549 -3.302  0.278
H -1.684 0.936 -4.066  0.350
H -0.743 0.947 -2.464  0.043
H -3.626 -0.107 -2.422  0.353
H -2.540 0.460 -1.166  0.157
H -3.236 1.485 -2.458  0.259

Its net charge is 0. As for the highest occupied orbital energy: -8.7506 eV. The calculation puts the lowest unoccupied orbital energy at 1.0 eV. Its relative energy (zero: lowest compared OMol25 entry of this formula, charge and spin) is 2.746 eV. The SMILES is Cc1ccccc1.CC. The value obtained for the energy is -351.22927 hartree. Its orbital gap is 0.357 hartree.

No. 4
Molecular formula: C23H20Cl2N5O4S4Ti
Method: DFT, ωB97M-V/def2-TZVPD

Each line ends with the Mulliken charge.
Cartesian coordinates (Å):
Ti 2.247 0.076 -0.001  0.500
Cl 4.395 0.855 1.132  -0.149
C 5.332 0.658 -0.358  0.972
C 6.649 0.271 -0.251  -0.862
C 7.372 0.125 -1.426  -0.400
C 6.773 0.354 -2.653  -0.699
C 5.441 0.735 -2.724  0.273
Cl 4.723 1.009 -4.264  -0.179
C 4.680 0.901 -1.564  0.046
S 3.003 1.448 -1.641  -0.365
H 7.095 0.088 0.715  0.461
H 8.410 -0.174 -1.382  0.398
H 7.332 0.237 -3.571  0.442
O -2.871 -2.753 0.854  -0.759
C -2.718 -3.176 -0.357  0.173
O -3.361 -3.983 -0.975  -0.592
C -1.483 -2.507 -0.933  0.263
C -1.566 -1.206 -1.433  -0.481
C -0.434 -0.426 -1.458  -0.929
N 0.749 -0.911 -1.046  0.523
C 0.865 -2.236 -0.828  0.232
C -0.221 -3.074 -0.765  -0.195
C 2.266 -2.664 -0.482  0.131
O 2.618 -3.794 -0.343  -0.543
O 3.042 -1.579 -0.315  -0.337
H -2.519 -0.783 -1.717  0.684
H -0.459 0.613 -1.764  0.870
H -0.084 -4.114 -0.500  0.569
N -1.461 -0.950 1.987  0.269
C -0.452 -1.226 3.038  -0.750
C 0.816 -1.914 2.553  -0.568
N 1.925 -1.003 2.125  -0.336
H -2.253 -0.464 2.409  0.418
H -1.950 -1.931 1.466  0.369
H -1.097 -0.284 1.300  -0.614
H -0.931 -1.892 3.754  0.487
H -0.211 -0.297 3.558  0.423
H 0.591 -2.602 1.741  0.196
H 1.182 -2.521 3.383  0.451
H 2.780 -1.558 2.150  0.356
H 2.041 -0.307 2.862  0.411
S -2.606 3.908 -2.729  -0.239
C -1.904 3.249 -1.417  0.236
S -0.156 3.195 -1.157  -0.081
C -0.407 2.242 0.264  0.174
N -1.640 2.001 0.543  -0.561
N -2.474 2.595 -0.355  0.521
C -3.883 2.416 -0.148  0.221
C -4.735 3.504 -0.229  -0.447
C -6.090 3.312 -0.009  -0.678
C -6.581 2.051 0.298  -0.520
C -5.715 0.972 0.395  -0.986
C -4.360 1.154 0.171  0.363
S 0.813 1.500 1.274  -0.261
H -4.346 4.483 -0.467  0.472
H -6.763 4.155 -0.074  0.388
H -7.640 1.911 0.466  0.403
H -6.091 -0.012 0.641  0.464
H -3.674 0.323 0.258  0.367

Its net charge is +1. As for the highest occupied orbital energy: -10.8321 eV. The calculation puts the lowest unoccupied orbital energy at -5.2 eV. Its relative energy (zero: lowest compared OMol25 entry of this formula, charge and spin) is 0.000 eV. The value obtained for the energy is -4825.70493 hartree. Its orbital gap is 0.209 hartree.

No. 5
Molecular formula: C10H16NO6
Method: DFT, ωB97M-V/def2-TZVPD

Each line ends with the Mulliken spin population.
Cartesian coordinates (Å):
C -1.872 -2.816 -0.929  0.000
C -0.759 -1.874 -0.482  0.017
C -0.700 -1.874 1.097  -0.026
C -1.824 -0.801 1.084  0.002
C -1.362 -0.433 -0.323  0.097
C -0.301 0.756 -0.241  -0.092
C 0.952 0.034 0.941  0.246
C 0.563 -1.279 1.636  0.059
O 2.032 -0.069 0.202  -0.104
N 3.505 0.986 0.528  0.144
O 4.257 0.477 1.303  0.106
O 3.512 1.906 -0.233  0.066
C 0.244 0.982 -1.643  0.003
O -0.601 1.787 0.407  0.507
O -4.491 3.021 -1.400  0.001
O -4.213 2.134 -0.577  -0.002
C 0.501 -2.157 -1.247  0.000
H -2.020 -2.751 -2.016  0.000
H -1.596 -3.850 -0.676  0.000
H -2.823 -2.580 -0.439  -0.001
H -0.962 -2.840 1.537  -0.002
H -2.828 -1.226 1.069  0.000
H -1.748 -0.009 1.830  -0.002
H -2.154 -0.191 -1.043  -0.009
H 0.960 0.863 1.677  -0.028
H 0.390 -0.996 2.680  0.011
H 1.406 -1.979 1.632  0.012
H 0.556 0.056 -2.140  -0.006
H -0.566 1.466 -2.208  -0.004
H 1.081 1.679 -1.570  0.004
H 1.389 -1.600 -0.935  -0.001
H 0.740 -3.217 -1.101  -0.001
H 0.345 -2.007 -2.323  0.001

Its net charge is 0. As for the highest occupied orbital energy (spin up / spin down): -8.4821 / -9.0462 eV. The multiplicity is 2. The calculation puts the lowest unoccupied orbital energy (spin up / spin down) at -1.6 / -1.6 eV. Its relative energy (zero: lowest compared OMol25 entry of this formula, charge and spin) is 2.082 eV. The value obtained for the energy is -896.39903 hartree. Its orbital gap (spin up / spin down) is 0.253 / 0.273 hartree.

No. 6
Molecular formula: C8H8N4O4
Method: DFT, ωB97M-V/def2-TZVPD

Each line ends with the Mulliken charge.
Cartesian coordinates (Å):
O -1.647 2.058 0.394  -0.608
C -0.488 1.986 0.748  0.561
C -0.011 1.430 2.010  -0.669
C 1.305 1.432 2.292  -0.092
N 2.228 1.916 1.389  -0.077
C 1.899 2.427 0.145  0.318
O 2.734 2.810 -0.646  -0.616
N 0.536 2.451 -0.089  -0.050
H -0.736 1.045 2.713  0.365
H 1.722 1.067 3.228  0.415
H 3.222 1.906 1.589  0.231
H 0.239 2.848 -0.971  0.205
O -0.733 -4.423 -1.812  -0.574
C -0.848 -3.289 -1.365  0.353
C -1.352 -2.227 -2.308  -0.581
C -1.236 -0.868 -1.937  -0.110
N -0.865 -0.497 -0.615  0.123
C -0.613 -1.420 0.354  0.352
O -0.764 -1.205 1.563  -0.556
N -0.291 -2.773 -0.176  -0.193
H -1.678 -2.403 -3.295  0.416
H -1.564 -0.022 -2.642  0.278
H -0.731 0.550 -0.467  0.176
H -0.395 -3.403 0.660  0.331

Its net charge is 0. As for the highest occupied orbital energy: -9.2502 eV. The calculation puts the lowest unoccupied orbital energy at 0.2 eV. Its relative energy (zero: lowest compared OMol25 entry of this formula, charge and spin) is 1.942 eV. The SMILES is O=c1cc[nH]c(=O)[nH]1.O=c1cc[nH]c(=O)[nH]1. The value obtained for the energy is -829.68901 hartree. Its orbital gap is 0.346 hartree.

No. 7
Molecular formula: C7H7NO
Method: DFT, ωB97M-V/def2-TZVPD

Each line ends with the Mulliken charge.
Cartesian coordinates (Å):
C -2.525 0.638 0.069  -1.144
C -1.696 -0.507 -0.060  0.575
O -2.200 -1.627 -0.147  -0.557
C -0.242 -0.426 -0.037  0.576
C 0.418 0.837 -0.083  -0.309
C 1.855 0.894 -0.097  -0.823
C 2.565 -0.324 -0.004  -0.512
C 1.844 -1.528 -0.013  -0.369
N 0.488 -1.594 -0.006  -0.488
H -2.310 1.412 -0.804  0.250
H -2.457 1.268 0.841  0.444
H -3.727 0.130 0.256  0.256
H 0.020 1.804 -0.105  0.303
H 2.316 1.704 -0.106  0.677
H 3.544 -0.309 0.091  0.517
H 2.106 -2.370 0.203  0.605

Its net charge is 0. As for the highest occupied orbital energy: -9.7942 eV. The calculation puts the lowest unoccupied orbital energy at -0.2 eV. Its relative energy (zero: lowest compared OMol25 entry of this formula, charge and spin) is 2.900 eV. The SMILES is CC(=O)c1ccccn1. The value obtained for the energy is -400.80424 hartree. Its orbital gap is 0.354 hartree.

No. 8
Molecular formula: C4H31N2O9S2
Method: DFT, ωB97M-V/def2-TZVPD

Each line ends with the Mulliken charge.
Cartesian coordinates (Å):
S 1.320 -2.083 -4.301  -0.220
S 0.823 -2.036 -2.419  -0.001
C 1.485 -0.625 -1.669  -0.847
C 0.482 -0.334 -0.409  0.501
C 0.840 1.091 -0.007  -0.912
N -0.125 1.619 0.977  -0.196
C 0.257 3.074 1.434  -0.831
N 0.721 -1.256 0.791  0.263
H 0.161 -1.720 -4.856  0.151
H 2.433 -0.670 -1.142  0.425
H 1.583 0.294 -2.258  0.452
H -0.649 -0.425 -0.578  -0.085
H 1.043 1.770 -0.927  0.220
H 1.695 1.182 0.703  0.231
H -1.088 1.608 0.692  0.196
H 1.023 3.543 0.742  0.241
H -0.650 3.675 1.284  0.331
H 0.804 3.036 2.317  0.312
H 1.542 -0.801 1.298  0.335
H 0.951 -2.272 0.693  0.150
H -0.055 -1.008 1.345  0.424
H 2.594 3.861 -1.950  0.303
H 3.491 2.430 -1.737  0.306
O 2.992 3.185 -1.444  -0.605
H -1.595 4.121 -2.120  0.294
H -2.781 4.607 -1.408  0.290
O -2.009 4.086 -1.265  -0.562
H -3.282 1.297 -2.288  0.299
H -2.900 -0.018 -3.072  0.261
O -2.944 0.404 -2.214  -0.550
H 0.025 -4.117 -0.787  0.273
H 1.257 -4.943 -0.421  0.330
O 0.543 -4.429 -0.075  -0.613
H -1.226 -2.293 2.783  0.314
H -0.091 -2.204 3.831  0.300
O -0.527 -1.733 3.118  -0.654
H 2.755 -3.275 1.185  0.237
H 3.365 -3.614 2.506  0.303
O 2.650 -3.097 2.113  -0.612
H 2.514 1.292 2.905  0.312
H 2.915 -0.155 3.585  0.282
O 2.811 0.406 2.844  -0.606
H -4.125 0.481 -0.207  0.333
H -5.309 0.124 0.693  0.325
O -4.764 0.841 0.398  -0.618
H -4.099 -1.922 -0.806  0.353
H -3.031 -1.225 0.019  0.217
O -3.826 -1.770 0.108  -0.650

Its net charge is +1. As for the highest occupied orbital energy: -11.8533 eV. The calculation puts the lowest unoccupied orbital energy at -2.5 eV. Its relative energy (zero: lowest compared OMol25 entry of this formula, charge and spin) is 4.119 eV. The value obtained for the energy is -1753.72564 hartree. Its orbital gap is 0.342 hartree.

No. 9
Molecular formula: C3H5NO2
Method: DFT, ωB97M-V/def2-TZVPD

Each line ends with the Mulliken charge.
Cartesian coordinates (Å):
C 1.540 -0.471 -0.176  -1.244
C 0.339 -0.003 0.139  1.183
O 0.126 0.059 1.476  -0.510
N -0.662 0.511 -0.558  -0.323
C -0.700 0.465 -1.820  0.488
O -1.261 0.478 -2.835  -0.329
H 1.724 -0.630 -1.220  0.199
H 2.267 -0.879 0.479  0.263
H 0.923 -0.358 1.916  0.302
H -2.475 0.346 1.407  0.095
H -1.821 0.481 1.193  -0.123

Its net charge is 0. As for the highest occupied orbital energy: -8.8320 eV. The calculation puts the lowest unoccupied orbital energy at -0.1 eV. Its relative energy (zero: lowest compared OMol25 entry of this formula, charge and spin) is 3.316 eV. The SMILES is C=C(O)N=C=O.[H][H]. The value obtained for the energy is -322.45249 hartree. Its orbital gap is 0.321 hartree.